1.
{
  "formula": "C18H18N2O6S",
  "method": "ωB97M-V/def2-TZVPD",
  "energy_ev": -45059.500,
  "lumo_energy_ha": 0.0116,
  "charge": 0,
  "orbital_gap_ev": 9.29,
  "e_above_lowest_ev": 0.000,
  "smiles": "CCOC(=O)Cn1c(=O)oc2cc(S(=O)(=O)Nc3cccc(C)c3)ccc21",
  "symbols": ["C", "C", "H", "H", "O", "C", "O", "C", "N", "C", "C", "C", "C", "C", "C", "O", "C", "O", "H", "S", "O", "O", "N", "C", "C", "C", "C", "C", "C", "H", "H", "H", "C", "H", "H", "H", "H", "H", "H", "H", "H", "H", "H", "H", "H"],
  "xyz": [[-3.677515, -0.278508, -0.112086], [-2.569350, -0.364723, -1.147671], [-1.792646, -1.063890, -0.824660], [-2.960820, -0.661102, -2.125580], [-1.927464, 0.910103, -1.277758], [-1.984797, 1.537372, -2.444800], [-2.511813, 1.125557, -3.440546], [-1.261269, 2.885526, -2.373039], [-0.459209, 3.009032, -1.191648], [0.576063, 2.188141, -0.809922], [1.265779, 1.182122, -1.461538], [2.257358, 0.531973, -0.741782], [2.535780, 0.890933, 0.564672], [1.867688, 1.909785, 1.227122], [0.885530, 2.554267, 0.510644], [0.051999, 3.558168, 0.903339], [-0.799083, 3.824907, -0.125103], [-1.675147, 4.636926, -0.105463], [2.123174, 2.174885, 2.238725], [3.688303, -0.093005, 1.521113], [4.367608, -0.998790, 0.650331], [4.451089, 0.738769, 2.398151], [2.642136, -0.937743, 2.526114], [1.478652, -1.518895, 2.022320], [1.521494, -2.185764, 0.803347], [0.380951, -2.770950, 0.274342], [-0.810781, -2.693176, 0.987167], [-0.855269, -2.038708, 2.205314], [0.279467, -1.443081, 2.724158], [0.244705, -0.932730, 3.675581], [-1.782661, -1.989637, 2.756348], [-1.702148, -3.161687, 0.595773], [0.435849, -3.458003, -1.056268], [0.225096, -2.744819, -1.854454], [-0.301993, -4.254673, -1.113865], [1.423603, -3.875297, -1.232347], [2.465266, -2.258097, 0.288216], [2.548607, -0.488721, 3.424083], [2.835419, -0.261824, -1.185290], [1.035059, 0.906105, -2.477424], [-0.657375, 3.008142, -3.277142], [-2.013543, 3.681422, -2.343048], [-4.134636, -1.255755, 0.010838], [-3.270134, 0.045394, 0.842011], [-4.439021, 0.430048, -0.428278]],
  "forces_ev_per_angstrom": [[0.367, 0.162, -0.240], [-0.351, -0.498, -0.091], [-0.082, 0.125, -0.105], [0.125, 0.006, 0.182], [-0.012, 0.116, 0.343], [0.133, 0.220, -0.191], [-0.041, 0.086, -0.113], [-0.197, -0.105, -0.072], [0.232, 0.175, 0.220], [0.476, -0.111, 0.453], [-0.211, 0.295, 0.112], [0.190, -0.068, 0.021], [0.602, -0.476, 0.107], [-0.431, 0.522, -0.028], [0.397, -0.795, -0.586], [0.078, 0.186, 0.471], [-0.515, 0.214, -0.711], [-0.018, 0.054, 0.257], [-0.030, 0.094, 0.190], [-0.390, 0.254, 0.107], [-0.283, -0.077, -0.146], [-0.182, 0.159, 0.189], [0.783, 0.371, -0.032], [-0.503, -0.422, -0.388], [-0.150, -0.107, 0.096], [-0.062, 0.045, 0.080], [0.043, -0.046, 0.006], [-0.014, 0.006, 0.012], [0.202, 0.069, 0.044], [-0.018, 0.084, 0.110], [-0.075, 0.007, 0.067], [-0.094, -0.067, -0.052], [-0.006, 0.043, 0.021], [-0.010, 0.008, -0.108], [-0.024, -0.065, -0.055], [0.056, -0.068, -0.077], [0.070, -0.116, -0.114], [0.114, 0.134, 0.070], [0.015, -0.105, -0.107], [-0.018, -0.059, -0.138], [-0.123, -0.035, 0.093], [0.130, -0.136, -0.053], [-0.071, -0.123, 0.032], [-0.007, 0.009, 0.131], [-0.096, 0.034, -0.009]]
}

---

2.
{
  "formula": "C18H18N4O9SSeTi",
  "method": "ωB97M-V/def2-TZVPD",
  "energy_ev": -142649.297,
  "lumo_energy_ha": 0.1546,
  "charge": -2,
  "orbital_gap_ev": 6.91,
  "e_above_lowest_ev": 0.000,
  "symbols": ["Ti", "O", "C", "O", "C", "O", "C", "C", "O", "O", "H", "H", "H", "H", "H", "N", "N", "C", "N", "S", "H", "H", "H", "H", "H", "O", "C", "O", "C", "C", "C", "N", "C", "C", "C", "O", "O", "H", "H", "H", "Se", "C", "C", "C", "C", "C", "C", "H", "H", "H", "H", "H"],
  "xyz": [[-0.760692, 0.833265, -0.323052], [-0.109502, 3.736482, -0.709866], [-1.124111, 2.762636, -0.811954], [-1.728143, 2.397901, 0.310371], [-1.914821, 3.000112, -2.075688], [-1.389606, 2.316291, -3.213154], [-0.026034, 2.536197, -3.464497], [0.954222, 1.543817, -2.825179], [2.079919, 1.480863, -3.304249], [0.548427, 0.805700, -1.843079], [0.485256, 3.437039, 0.001090], [-1.940799, 4.079815, -2.287703], [-2.924047, 2.619205, -1.944582], [0.292600, 3.536406, -3.153675], [0.124522, 2.449957, -4.542434], [-0.531093, -1.660926, -1.690085], [0.719112, -2.265709, -1.852582], [1.510161, -2.442796, -0.759403], [2.791263, -2.799838, -1.085797], [0.992117, -2.315274, 0.800499], [-1.280165, -2.337535, -1.766323], [-0.655338, -0.920771, -2.368114], [1.193586, -2.059830, -2.718838], [2.956064, -3.279610, -1.955603], [3.364025, -3.062922, -0.302278], [-5.883559, -2.642614, 3.297351], [-4.859377, -2.209407, 3.859195], [-4.508604, -2.285124, 5.054457], [-3.849274, -1.491178, 2.925794], [-2.652825, -0.989590, 3.417884], [-1.764222, -0.353187, 2.567456], [-2.010765, -0.193333, 1.266394], [-3.163190, -0.677029, 0.783448], [-4.098223, -1.325226, 1.568006], [-3.354163, -0.479564, -0.700746], [-4.315105, -0.943807, -1.287340], [-2.389316, 0.184871, -1.264808], [-2.435255, -1.108768, 4.470378], [-0.821114, 0.046538, 2.918294], [-5.011866, -1.702188, 1.132075], [1.064606, 1.590150, 1.511028], [2.760088, 0.731271, 1.267104], [3.374582, 0.129201, 2.366354], [4.614756, -0.479842, 2.247102], [5.272351, -0.495426, 1.023117], [4.670262, 0.108882, -0.072747], [3.428153, 0.717606, 0.043893], [2.858411, 0.126339, 3.318640], [5.066369, -0.950032, 3.114035], [6.243080, -0.969454, 0.927136], [5.161900, 0.105901, -1.039032], [2.975391, 1.164553, -0.828310]],
  "forces_ev_per_angstrom": [[-0.311, 0.434, 0.032], [0.014, -0.020, 0.017], [0.052, -0.014, -0.005], [0.130, -0.125, 0.024], [0.002, 0.018, 0.006], [-0.033, 0.004, -0.001], [0.008, -0.014, -0.011], [0.109, -0.011, 0.070], [-0.021, 0.009, 0.011], [-0.056, -0.093, -0.107], [0.004, 0.012, -0.023], [-0.008, -0.001, 0.010], [0.001, -0.001, 0.006], [-0.001, -0.002, -0.001], [0.001, 0.003, 0.002], [-0.011, 0.079, 0.182], [0.039, -0.043, -0.066], [0.025, -0.183, -0.044], [-0.034, -0.017, 0.045], [0.009, 0.084, 0.051], [0.015, -0.033, -0.007], [0.008, -0.021, -0.027], [0.014, 0.087, 0.022], [0.019, 0.058, -0.007], [0.001, 0.028, -0.016], [-0.021, 0.063, 0.008], [0.069, -0.161, -0.031], [-0.022, 0.061, 0.010], [-0.033, 0.042, 0.012], [-0.003, 0.001, 0.000], [0.007, -0.003, 0.000], [0.026, -0.023, -0.015], [-0.009, -0.008, 0.030], [0.001, -0.002, -0.005], [-0.028, -0.089, -0.027], [0.003, 0.038, 0.007], [0.168, -0.019, -0.031], [0.000, 0.000, 0.000], [-0.006, -0.009, -0.004], [0.001, -0.001, 0.001], [-0.050, -0.103, -0.053], [-0.003, 0.018, 0.040], [-0.010, -0.016, -0.018], [0.008, 0.005, 0.005], [0.007, 0.009, 0.001], [0.001, -0.019, -0.023], [0.011, -0.042, 0.029], [0.000, -0.002, -0.010], [-0.006, 0.001, -0.005], [-0.006, 0.001, -0.003], [0.008, -0.012, 0.001], [-0.092, 0.036, -0.081]]
}

---

3.
{
  "formula": "C18H18N4TcTe",
  "method": "ωB97M-V/def2-TZVPD",
  "energy_ev": -34362.962,
  "lumo_energy_ha": [-0.5525, -0.6319],
  "charge": 4,
  "orbital_gap_ev": [6.56, 4.40],
  "multiplicity": 4,
  "symbols": ["Tc", "C", "C", "C", "C", "N", "C", "C", "C", "C", "C", "C", "N", "H", "H", "H", "H", "H", "H", "H", "H", "N", "C", "C", "C", "C", "N", "C", "C", "H", "H", "H", "H", "C", "Te", "C", "H", "H", "H", "H", "H", "H"],
  "xyz": [[-0.215098, -0.912940, -0.905419], [-0.345898, -1.567740, 3.339581], [-0.300198, -0.276640, 3.860681], [-0.294698, 0.807160, 2.991081], [-0.320798, 0.579860, 1.617381], [-0.356698, -0.688740, 1.123981], [-0.377798, -1.728040, 1.963781], [-0.290598, 1.614260, 0.584881], [-0.274998, 2.986460, 0.817081], [-0.226698, 3.859960, -0.262319], [-0.199298, 3.341860, -1.555119], [-0.238198, 1.967160, -1.720319], [-0.277098, 1.123160, -0.685519], [-0.359898, -2.432140, 3.989481], [-0.265498, -0.115340, 4.930681], [-0.266798, 1.813860, 3.380281], [-0.397998, -2.721440, 1.519981], [-0.302998, 3.373060, 1.824881], [-0.214998, 4.929760, -0.096719], [-0.158198, 3.993360, -2.417219], [-0.244598, 1.527260, -2.715619], [7.212302, -0.975540, -1.310419], [6.079202, -1.047240, -1.213919], [4.657202, -1.050740, -1.083419], [3.840502, -1.207140, -2.209119], [2.468602, -1.138140, -2.039619], [1.885502, -0.927940, -0.849619], [2.673802, -0.785540, 0.226981], [4.054702, -0.841240, 0.161981], [4.261902, -1.387040, -3.189919], [1.823502, -1.252340, -2.906519], [2.196402, -0.621740, 1.184181], [4.654002, -0.733540, 1.056981], [-4.426698, -0.189040, -2.338319], [-3.020598, -1.429540, -1.308219], [-4.402098, -1.911140, 0.250781], [-5.235198, -0.839040, -2.703819], [-3.974598, 0.330160, -3.183419], [-4.847398, 0.513060, -1.612319], [-4.954598, -0.999940, 0.497881], [-3.902898, -2.330340, 1.123181], [-5.114498, -2.650140, -0.138819]],
  "forces_ev_per_angstrom": [[2.219, 1.584, 1.460], [-0.029, 0.070, -0.193], [0.001, -0.206, -0.048], [-0.025, -0.046, -0.683], [0.077, 0.216, 0.555], [-0.134, 0.028, -0.754], [-0.001, -0.827, 0.646], [0.030, 0.569, 0.173], [-0.022, -0.705, -0.023], [0.017, -0.056, -0.278], [-0.036, -0.149, 0.135], [0.021, 0.544, -0.800], [-0.180, -0.747, 0.042], [0.026, -0.070, -0.035], [-0.018, -0.005, 0.053], [0.015, 0.072, 0.000], [0.000, 0.060, 0.062], [0.014, -0.002, 0.067], [0.020, 0.048, -0.006], [-0.004, -0.035, -0.069], [0.067, 0.070, 0.066], [1.324, 0.027, -0.122], [-1.416, -0.073, 0.163], [0.165, 0.117, -0.125], [-0.529, -0.055, 0.091], [0.601, -0.171, -0.941], [-1.270, -0.132, -0.028], [0.683, 0.134, 1.095], [-0.570, -0.073, -0.151], [-0.029, 0.039, -0.008], [-0.083, -0.030, -0.109], [-0.004, -0.016, -0.068], [-0.063, 0.047, 0.016], [-0.262, 0.208, -0.544], [-1.727, 0.106, 0.073], [-0.224, -0.371, 0.403], [0.281, -0.161, 0.155], [0.176, -0.122, 0.122], [0.240, -0.096, 0.153], [0.243, 0.108, -0.154], [0.176, 0.062, -0.141], [0.230, 0.042, -0.246]]
}